(1)
This record from the OMol25 dataset describes C5H9NO in the gas phase in a non-equilibrium geometry. The level of theory is the ωB97M-V functional and the def2-TZVPD basis.

Its orbital gap (alpha / beta) is 9.36 / 7.54 eV. As for the LUMO energy (alpha / beta): 0.047 / -0.240 eV. The charge is 0. The value obtained for the HOMO energy (alpha / beta) is -9.32 / -7.78 eV.

```
16
C5H9NO, DFT the ωB97M-V functional and the def2-TZVPD basis
C -2.195 -0.329 0.202
C -0.791 0.164 0.584
N -0.007 -0.563 1.461
C -0.043 0.819 -0.526
C 1.259 0.397 -1.020
C 2.379 -0.166 -0.210
O 1.545 -1.013 -0.977
H -2.771 0.423 -0.353
H -2.749 -0.601 1.110
H -2.094 -1.218 -0.433
H -0.897 1.160 1.124
H -0.425 -1.494 1.589
H -0.391 1.797 -0.869
H 1.559 0.884 -1.955
H 3.395 -0.033 -0.595
H 2.226 -0.227 0.868
```

(2)
This record from the OMol25 dataset describes 4 unconnected molecules or ions with the total composition C3H8N2O in a non-equilibrium geometry. The level of theory is the ωB97M-V functional and the def2-TZVPD basis.

Its orbital gap is 9.94 eV. As for the LUMO energy: 0.538 eV. The charge is 0. The value obtained for the HOMO energy is -9.41 eV.

```
14
C3H8N2O, DFT the ωB97M-V functional and the def2-TZVPD basis
C -0.803 1.463 1.466
C -0.657 0.024 -0.485
C 0.178 -1.015 -1.185
H -0.974 2.597 0.512
H -2.086 0.878 1.920
H 0.148 1.726 2.589
H 0.665 -0.046 1.057
H 0.207 -0.738 -2.268
H -0.353 -1.949 -1.139
H 2.111 -0.502 -0.662
H 1.889 -2.104 -0.964
N -0.137 0.470 0.704
N 1.466 -1.285 -0.500
O -1.654 0.482 -1.043
```

(3)
This record from the OMol25 dataset describes a molecular structure, C16H16AuClN2S2 in a non-equilibrium geometry. The level of theory is the ωB97M-V functional and the def2-TZVPD basis.

Its orbital gap is 7.67 eV. As for the LUMO energy: -0.877 eV. The charge is 0. The value obtained for the HOMO energy is -8.55 eV.

```
38
C16H16AuClN2S2, DFT the ωB97M-V functional and the def2-TZVPD basis
Au 0.007 0.481 -0.090
S 0.429 0.606 2.328
C 2.028 0.342 1.723
N 2.131 0.194 0.435
C 3.442 0.080 0.000
C 3.869 -0.055 -1.316
C 5.226 -0.165 -1.549
C 6.147 -0.148 -0.498
C 5.728 -0.014 0.814
C 4.365 0.107 1.052
S 3.534 0.309 2.579
H 3.142 -0.072 -2.117
H 5.583 -0.264 -2.566
H 7.204 -0.236 -0.710
H 6.439 -0.001 1.629
C -1.984 -2.439 1.224
N -1.984 -1.684 -0.023
C -1.822 -2.585 -1.159
C -3.176 -0.848 -0.142
C -2.998 0.663 -0.005
C -4.170 1.418 0.076
C -4.147 2.798 0.159
C -2.935 3.468 0.153
C -1.753 2.749 0.066
C -1.790 1.362 -0.003
H -2.778 -3.202 1.235
H -2.135 -1.767 2.067
H -1.023 -2.936 1.358
H -2.652 -3.305 -1.228
H -0.890 -3.141 -1.053
H -1.765 -2.010 -2.080
H -3.912 -1.174 0.600
H -3.634 -1.026 -1.119
H -5.122 0.898 0.074
H -5.074 3.351 0.226
H -2.901 4.548 0.213
H -0.807 3.274 0.052
Cl 0.176 0.425 -2.406
```

(4)
This record from the OMol25 dataset describes 2 unconnected molecules or ions with the total composition CH2N4O3 in a non-equilibrium geometry. The level of theory is the ωB97M-V functional and the def2-TZVPD basis.

Its orbital gap is 9.22 eV. As for the LUMO energy: -0.643 eV. The charge is 0. The value obtained for the HOMO energy is -9.86 eV.

```
10
CH2N4O3, DFT the ωB97M-V functional and the def2-TZVPD basis
C 0.318 -0.223 0.186
H 3.062 0.334 -0.203
H -2.219 2.038 0.199
N 1.284 0.525 0.116
N -1.259 -1.788 -0.170
N -1.811 -0.666 -0.124
N -0.933 0.260 0.492
O 2.452 -0.314 -0.178
O 0.263 -1.562 0.036
O -1.158 1.395 -0.354
```

(5)
This record from the OMol25 dataset describes a molecular structure, C16H31NP2PtSe in a non-equilibrium geometry. The level of theory is the ωB97M-V functional and the def2-TZVPD basis.

As for the spin multiplicity: 5. Its orbital gap (alpha / beta) is 5.21 / 5.99 eV. As for the LUMO energy (alpha / beta): -7.222 / -8.474 eV. The charge is +2. The value obtained for the HOMO energy (alpha / beta) is -12.43 / -14.47 eV.

```
52
C16H31NP2PtSe, DFT the ωB97M-V functional and the def2-TZVPD basis
P -0.158 -1.927 -1.521
P -0.004 1.935 -1.425
C -0.562 -0.567 -2.703
C 0.366 0.687 -2.729
H -1.617 -0.267 -2.493
H -0.560 -1.008 -3.723
H 1.451 0.436 -2.690
H 0.217 1.268 -3.659
C -1.527 2.767 -2.107
H -1.855 3.530 -1.387
H -2.367 2.072 -2.277
H -1.259 3.252 -3.055
C 1.294 3.164 -1.693
H 1.009 3.736 -2.600
H 2.278 2.684 -1.831
H 1.314 3.822 -0.811
C -1.222 -3.307 -2.016
H -1.210 -4.085 -1.239
H -0.852 -3.748 -2.957
H -2.268 -2.996 -2.154
C 1.531 -2.514 -1.722
H 2.245 -1.691 -1.796
H 1.573 -3.141 -2.623
H 1.761 -3.131 -0.852
Pt 0.604 -1.440 3.064
C 0.512 2.467 1.037
C -0.730 1.979 1.405
C -1.673 1.031 0.674
C -1.667 -0.527 0.501
C -0.466 -1.429 0.151
C 0.917 -1.132 0.873
C 1.436 0.165 0.328
C 1.708 1.456 1.172
C 0.196 -2.840 4.371
H 0.652 3.566 0.983
H -0.881 1.912 2.504
H -1.892 1.448 -0.331
H -2.596 1.177 1.288
H -2.045 -0.901 1.450
H -2.505 -0.754 -0.176
H -0.772 -2.428 0.507
H 1.595 -1.972 0.614
H 0.555 0.482 -0.316
H 2.251 -0.009 -0.416
H 1.841 1.148 2.207
H 2.665 1.859 0.813
H 1.103 -2.673 4.961
H 0.279 -3.677 3.674
H -0.737 -2.802 4.929
Se -0.088 2.150 6.320
C 0.027 0.819 5.149
N 0.135 -0.043 4.327
```

(6)
This record from the OMol25 dataset describes a gas-phase ion, C19H32N3O4 (charge -1) in a non-equilibrium geometry. The level of theory is the ωB97M-V functional and the def2-TZVPD basis.

Its orbital gap is 7.31 eV. As for the LUMO energy: 2.663 eV. The charge is -1. The value obtained for the HOMO energy is -4.65 eV.

```
58
C19H32N3O4, DFT the ωB97M-V functional and the def2-TZVPD basis
N 5.960 1.106 1.205
C 4.640 1.231 0.536
C 4.547 0.243 -0.659
C 3.143 -0.330 -0.928
C 3.032 -1.825 -0.589
C 1.730 -2.171 0.126
C 0.503 -2.185 -0.790
C -0.577 -3.192 -0.382
C -0.881 -3.225 1.129
C -2.340 -2.877 1.454
C -2.619 -1.388 1.228
C -4.111 -1.083 1.264
C -4.418 0.421 1.083
C -4.860 0.729 -0.348
N -4.372 1.987 -0.891
C -4.509 2.318 -2.214
C -3.946 3.566 -2.432
C -3.456 4.021 -1.181
C -3.732 3.024 -0.257
C 4.616 2.692 0.067
O 3.346 3.273 -0.237
N 2.834 2.760 -1.391
O 1.784 3.226 -1.649
C 3.604 0.863 1.620
O 3.662 -0.355 1.925
O 2.860 1.738 2.067
H 6.686 1.131 0.493
H 5.968 0.162 1.582
H 4.925 0.731 -1.558
H 5.231 -0.576 -0.455
H 2.372 0.239 -0.417
H 2.944 -0.222 -1.995
H 3.083 -2.401 -1.517
H 3.848 -2.136 0.055
H 1.825 -3.108 0.673
H 1.595 -1.402 0.886
H 0.051 -1.197 -0.863
H 0.834 -2.426 -1.803
H -0.327 -4.191 -0.734
H -1.501 -2.917 -0.898
H -0.701 -4.233 1.497
H -0.263 -2.523 1.679
H -3.025 -3.487 0.868
H -2.479 -3.078 2.518
H -2.187 -1.100 0.269
H -2.114 -0.822 2.008
H -4.584 -1.656 0.468
H -4.501 -1.420 2.223
H -3.512 0.964 1.324
H -5.213 0.690 1.772
H -4.457 -0.059 -0.984
H -5.943 0.677 -0.437
H -4.962 1.688 -2.958
H -3.879 4.098 -3.362
H -2.940 4.932 -0.943
H -3.524 2.978 0.793
H 5.029 3.310 0.854
H 5.279 2.787 -0.797
```

Computed ΔE to the lowest compared entry with this formula, charge and spin (kcal per mole) in order:
130.8; 112.9; 11.6; 83.1; 32.9; 3.0
Computed molar mass (Da) in order:
99.133; 88.110; 532.872; 118.052; 573.417; 366.482